{"formula": "C5H14N3", "method": "ωB97M-V with the def2-TZVPD basis set", "species": ["C", "C", "N", "H", "H", "C", "N", "H", "H", "H", "H", "H", "C", "H", "C", "H", "H", "H", "N", "H", "H", "H"], "positions_angstrom": [[1.445, -1.537, -1.018], [-1.720, 0.401, 0.787], [2.199, -0.617, -0.494], [-0.893, 3.630, 0.611], [-2.861, -1.375, 0.926], [-3.052, -0.317, 0.732], [-1.814, 1.829, 0.535], [0.562, -1.270, -1.589], [-1.283, 0.265, 1.783], [2.445, 1.372, -1.114], [2.170, 1.140, 0.603], [-3.520, -0.230, -0.248], [1.858, 0.818, -0.387], [0.120, 2.188, 1.188], [-0.812, 2.556, 0.748], [0.786, 0.929, -0.501], [1.007, -3.491, -1.190], [2.412, -3.129, -0.292], [1.737, -2.826, -0.983], [-3.734, 0.044, 1.495], [3.004, -0.946, 0.025], [-0.999, -0.083, 0.115]], "e_above_lowest_kcal_mol": 50.0, "homo_ev": -12.5540, "multiplicity": 1, "total_energy_ha": -362.89956, "largest_force_ev_per_a": 0.817, "homo_lumo_gap_ev": 8.75, "charge": 1}